Record 1
100
Properties=species:S:1:pos:R:3:mulliken_charge:R:1 method="wB97M-V/def2-TZVPD" charge=-3 homo_lumo_gap_ev=1.20 homo_energy_ev=3.67
S 0.52 0.30 5.80 1.03
O 0.66 0.16 4.33 -0.61
O 0.19 -0.97 6.45 -0.79
O 1.80 0.91 6.18 -0.78
O -0.57 1.28 5.89 -0.74
C 0.56 -0.35 -0.29 -0.75
C 1.63 0.64 0.24 2.93
C 1.55 2.00 -0.48 -0.16
O 1.53 0.87 1.63 -0.73
H -0.38 -0.21 0.24 -0.14
H 0.77 -1.42 -0.16 0.10
H 0.29 -0.38 -1.34 0.30
H 2.61 0.24 0.00 -2.09
H 2.43 2.60 -0.28 -0.18
H 0.70 2.58 -0.13 -0.17
H 1.39 1.89 -1.55 0.03
C 0.98 -3.80 -2.91 -0.90
O 1.22 -2.38 -3.00 0.00
C 2.47 -1.90 -3.08 0.70
O 3.51 -2.52 -2.83 -0.64
O 2.38 -0.59 -3.41 -0.10
C 3.49 0.21 -3.56 -0.67
H -0.01 -3.98 -2.50 0.23
H 1.69 -4.36 -2.30 0.35
H 1.03 -4.23 -3.91 0.30
H 4.23 -0.23 -4.23 0.35
H 4.08 0.37 -2.66 0.03
H 3.19 1.17 -3.97 0.31
C 5.54 3.85 0.07 -0.62
O 5.68 2.59 -0.50 -0.31
C 5.45 1.44 0.21 0.80
O 5.04 1.33 1.35 -0.48
O 5.73 0.41 -0.58 -0.39
C 5.33 -0.91 -0.17 -0.28
H 6.27 3.98 0.87 0.28
H 4.50 3.95 0.38 0.25
H 5.74 4.55 -0.74 0.20
H 5.11 -1.41 -1.12 0.21
H 4.34 -0.91 0.28 -0.03
H 5.97 -1.46 0.52 0.36
C 0.31 -2.67 2.91 -0.32
O 1.37 -3.26 2.10 -0.41
C 2.58 -2.74 2.16 0.85
O 2.98 -1.81 2.86 -0.49
O 3.43 -3.47 1.38 -0.39
C 3.03 -4.52 0.50 -0.24
H -0.13 -1.82 2.40 -0.02
H 0.62 -2.39 3.92 0.38
H -0.44 -3.46 2.97 0.24
H 3.81 -4.81 -0.20 0.27
H 2.24 -4.04 -0.07 -0.19
H 2.54 -5.31 1.08 0.32
C -3.14 -0.54 5.51 -0.36
O -3.70 -1.17 4.33 -0.44
C -3.06 -1.10 3.15 0.65
O -2.03 -0.45 2.97 -0.31
O -3.72 -1.88 2.23 -0.46
C -3.15 -2.04 0.94 0.39
H -3.15 0.54 5.60 0.30
H -2.07 -0.70 5.48 0.01
H -3.49 -1.01 6.43 0.26
H -2.06 -2.08 0.96 -0.04
H -3.47 -1.21 0.31 -0.31
H -3.68 -2.83 0.41 0.33
C -3.72 5.91 1.38 -0.60
O -2.53 6.15 0.65 -0.36
C -1.52 5.32 0.51 0.75
O -1.42 4.14 0.94 -0.44
O -0.64 6.00 -0.34 -0.32
C 0.60 5.38 -0.75 -0.52
H -4.11 4.90 1.23 0.21
H -4.47 6.67 1.15 0.23
H -3.51 5.98 2.44 0.32
H 1.19 4.98 0.07 0.34
H 1.13 6.05 -1.43 0.34
H 0.34 4.58 -1.45 0.00
C -5.17 1.38 -0.77 -0.70
O -3.94 1.96 -1.25 -0.41
C -2.76 1.85 -0.53 0.56
O -2.67 1.48 0.66 -0.44
O -1.70 2.30 -1.21 0.60
C -1.86 3.09 -2.39 -1.24
H -5.66 2.05 -0.07 0.29
H -4.96 0.49 -0.19 0.13
H -5.89 1.15 -1.56 0.27
H -2.54 2.63 -3.10 0.35
H -0.91 3.41 -2.82 0.19
H -2.46 3.93 -2.06 0.37
C -4.03 -5.59 -3.57 -1.06
O -3.63 -4.31 -4.02 -0.14
C -2.92 -3.59 -3.09 0.50
O -2.52 -3.96 -2.03 -0.40
O -2.73 -2.34 -3.62 -0.32
C -1.87 -1.38 -3.03 -0.05
H -3.19 -6.27 -3.39 0.27
H -4.79 -6.04 -4.20 0.31
H -4.52 -5.44 -2.61 0.31
H -2.36 -0.41 -2.97 0.13
H -0.95 -1.32 -3.62 0.23
H -1.58 -1.71 -2.03 0.13

Record 2
66
Properties=species:S:1:pos:R:3:mulliken_charge:R:1 method="wB97M-V/def2-TZVPD" charge=0 homo_lumo_gap_ev=4.24 homo_energy_ev=-9.05
In -1.05 -1.82 4.60 0.99
O -5.76 4.22 6.36 -0.35
C -5.39 4.29 5.00 -0.30
C -4.35 3.27 4.39 -0.10
O -4.13 2.09 5.15 -0.42
H -5.01 5.29 4.75 0.31
H -6.32 4.40 4.44 0.33
H -3.42 3.83 4.31 0.22
H -4.52 3.08 3.33 0.31
N -0.26 -0.91 0.04 -0.28
S -0.42 0.30 -0.88 1.09
O -1.73 0.44 -1.49 -0.61
O 0.74 0.82 -1.58 -0.58
F -0.60 1.42 0.26 -0.30
S 0.12 -1.85 -1.38 1.07
O 1.50 -1.78 -1.81 -0.54
O -0.96 -2.13 -2.33 -0.55
F 0.23 -3.30 -0.64 -0.30
C 4.58 -2.08 3.17 -0.54
O 3.74 -2.39 4.26 -0.51
H 4.13 -1.81 2.22 0.23
H 5.18 -1.23 3.50 0.24
H 5.22 -2.95 3.02 0.27
H 4.32 -2.78 4.92 0.31
C 2.04 -7.90 -3.26 -0.42
O 3.00 -8.85 -3.65 -0.51
H 2.04 -7.14 -4.04 0.18
H 1.06 -8.37 -3.24 0.22
H 2.34 -7.51 -2.29 0.23
H 3.14 -9.42 -2.89 0.30
C -5.01 -1.79 1.32 -0.46
O -4.53 -2.88 2.09 -0.52
H -4.36 -0.95 1.56 0.16
H -5.12 -1.97 0.25 0.26
H -6.00 -1.50 1.66 0.27
H -4.92 -3.71 1.81 0.29
C 3.37 5.80 -0.65 -0.49
O 4.03 6.62 0.30 -0.50
H 3.89 4.86 -0.86 0.24
H 2.35 5.52 -0.39 0.19
H 3.23 6.47 -1.50 0.25
H 4.88 6.19 0.42 0.31
C 5.97 0.81 -2.87 -0.51
O 5.47 0.21 -4.07 -0.50
H 5.39 0.56 -1.98 0.21
H 6.99 0.48 -2.64 0.25
H 5.92 1.89 -2.86 0.24
H 4.52 0.32 -4.14 0.31
C -2.73 -5.98 -5.86 -0.54
O -3.11 -5.97 -7.26 -0.51
H -1.67 -5.81 -5.70 0.24
H -3.31 -5.27 -5.27 0.25
H -2.86 -6.90 -5.28 0.26
H -2.93 -5.11 -7.64 0.30
C -3.17 5.81 -1.14 -0.46
O -4.12 4.85 -1.65 -0.52
H -3.71 6.73 -0.90 0.24
H -2.74 5.45 -0.21 0.20
H -2.36 6.00 -1.85 0.23
H -3.89 3.94 -1.49 0.31
C 2.15 2.59 3.60 -0.49
O 0.96 2.34 4.28 -0.49
H 2.14 3.44 2.91 0.22
H 2.95 2.80 4.31 0.28
H 2.26 1.74 2.94 0.19
H 0.64 3.21 4.54 0.29

Record 3
52
Properties=species:S:1:pos:R:3:mulliken_spin:R:1 method="wB97M-V/def2-TZVPD" charge=+2 multiplicity=5 homo_lumo_gap_ev="6.02 / 5.61" homo_energy_ev="-14.60 / -15.40"
C 0.49 -0.21 -5.70 0.19
C 0.98 -0.12 -4.36 0.42
H 1.35 -0.20 -6.40 0.02
H -0.19 0.61 -5.98 -0.01
H -0.08 -1.15 -5.87 -0.01
O 2.12 -0.04 -3.84 0.33
Cl -1.35 -0.16 -2.98 0.10
Co 0.65 -0.06 -2.11 1.82
P 0.20 2.06 -1.27 0.02
C 1.33 2.90 -0.10 0.03
C 0.41 3.00 -2.79 0.01
H 0.55 4.07 -2.54 0.00
H -1.80 3.42 -1.17 0.00
H -0.51 2.89 -3.41 0.00
H -2.11 1.68 -0.74 0.00
H 2.37 2.80 -0.46 0.00
H 1.28 2.65 -3.37 0.01
C -1.42 2.53 -0.63 0.00
H 1.05 3.97 -0.05 0.00
H -1.31 2.76 0.45 0.00
H 1.22 2.43 0.89 -0.02
P 0.43 -2.10 -1.06 0.03
C 1.61 -2.66 0.20 0.01
C -1.15 -2.71 -0.45 0.01
H -0.07 -3.12 -3.21 0.00
H 0.95 -4.18 -2.16 0.00
H 1.69 -2.79 -3.03 0.01
C 0.78 -3.14 -2.51 0.01
H -1.95 -2.44 -1.17 0.00
H -1.12 -3.81 -0.32 0.00
H 1.60 -3.77 0.26 0.00
H 1.32 -2.24 1.18 0.00
H -1.38 -2.19 0.51 0.00
H 2.63 -2.31 -0.04 0.00
C 2.07 0.08 -1.01 0.02
O 3.13 0.19 -0.60 -0.02
O 0.48 2.90 3.82 0.10
S 0.80 1.50 3.60 -0.05
O 2.09 0.98 3.98 0.11
N 0.41 1.03 2.11 0.64
C -0.71 0.27 2.01 -0.01
O -1.24 -0.06 0.92 0.16
C -1.17 -0.16 3.33 -0.01
C -2.23 -0.99 3.65 -0.02
C -2.57 -1.18 4.99 0.02
C -1.84 -0.54 5.98 0.04
C -0.79 0.31 5.64 -0.02
C -0.46 0.49 4.32 0.05
H -2.77 -1.45 2.83 0.00
H -3.38 -1.85 5.24 0.00
H -2.12 -0.70 7.02 0.00
H -0.24 0.84 6.40 0.00

no.,E (eV)
1,-89741.763
2,-73371.448
3,-108268.058